13
Properties=species:S:1:pos:R:3:forces:R:3:lowdin_charge:R:1 method="wB97M-V/def2-TZVPD" total_energy_ev=-15566.645 gap_ev=6.2 e_homo_ev=-2.17 largest_force_ev_per_a=1.25 total_charge=-1
N 2.00790 0.36412 1.84735 0.29 0.21 0.57 -0.041
C 1.10217 -0.24692 0.88266 -0.50 0.58 -0.62 -0.349
C -0.28011 0.42022 0.85147 0.78 -0.97 -0.03 -0.327
C -1.22624 -0.28368 -0.15214 -0.13 0.56 1.10 -0.853
S -0.85199 -0.03758 -1.87821 0.12 0.21 -0.61 0.082
H 1.65195 0.35347 2.79743 -0.29 -0.06 -0.10 0.044
H 2.87646 -0.15063 1.89266 0.15 -0.02 -0.14 0.042
H 0.96709 -1.32574 1.01581 0.10 -0.10 -0.05 0.099
H 1.51574 -0.02595 -0.10527 0.06 -0.54 -0.02 0.080
H -0.10348 1.45467 0.55910 -0.36 0.17 0.12 0.087
H -0.70816 0.34082 1.86238 -0.08 0.28 0.01 0.088
H -1.22454 -1.35571 0.06073 -0.04 -0.10 0.25 0.020
H -2.21096 0.10204 0.16207 -0.11 -0.22 -0.49 0.029